Version 1
Molecular formula: C6H23NO4
Method: DFT, ωB97M-V/def2-TZVPD

The value obtained for the HOMO energy is -9.56 eV. The lowest unoccupied orbital energy comes out at 0.016 Ha. As for the SMILES: CN[C@@H](C)C(C)C.O.O.O.O.

Element x y z (Å)
C: -1.719 -1.274 0.644
N: -0.440 -0.476 0.383
C: -0.862 0.876 -0.043
C: -1.676 1.650 1.160
C: 0.224 1.764 -0.772
C: -0.606 2.843 -1.542
C: 1.187 2.479 0.287
H: -2.509 -0.684 0.128
H: -1.854 -1.361 1.801
H: -1.771 -2.256 0.114
H: -0.059 -0.227 1.308
H: -1.646 0.632 -0.792
H: -2.676 1.394 1.011
H: -1.224 0.992 2.100
H: -1.341 2.680 1.184
H: 0.853 1.228 -1.337
H: -0.639 3.636 -0.841
H: 0.085 3.149 -2.400
H: -1.450 2.742 -2.004
H: 1.711 3.187 -0.320
H: 1.937 1.819 0.570
H: 0.668 2.719 1.173
O: 0.075 -3.124 -1.846
H: 0.789 -3.598 -1.361
H: -0.792 -3.483 -1.743
O: 2.024 -3.133 0.171
H: 2.938 -2.480 0.355
H: 1.564 -2.414 -0.225
O: 1.506 -0.624 -1.616
H: 0.712 -0.456 -0.962
H: 1.051 -1.241 -2.213
O: 1.298 -2.061 2.841
H: 0.516 -2.473 2.343
H: 2.125 -2.425 2.443

Version 2
Molecular formula: C6H23NO4
Method: DFT, ωB97M-V/def2-TZVPD

The value obtained for the HOMO energy is -8.94 eV. The lowest unoccupied orbital energy comes out at 0.016 Ha. As for the SMILES: CCNCC(C)C.O.O.O.O.

Element x y z (Å)
C: 2.637 -0.565 0.629
C: 1.454 0.264 1.059
N: 0.804 1.014 -0.048
C: -0.510 1.491 0.342
C: -1.576 0.969 -0.671
C: -1.373 1.461 -2.087
C: -2.951 1.475 -0.144
H: 2.410 -1.463 0.082
H: 3.205 -0.859 1.517
H: 3.388 -0.047 0.054
H: 0.749 -0.350 1.621
H: 1.892 1.056 1.698
H: 0.946 0.424 -0.859
H: -0.847 1.274 1.366
H: -0.572 2.579 0.476
H: -1.513 -0.123 -0.640
H: -1.067 0.734 -2.854
H: -2.263 1.857 -2.562
H: -0.588 2.230 -2.203
H: -3.731 1.538 -0.922
H: -2.832 2.437 0.339
H: -3.389 0.637 0.422
O: 3.235 2.109 -1.534
H: 2.637 2.089 -0.775
H: 2.717 2.051 -2.342
O: -0.673 -3.132 1.950
H: -0.506 -4.077 1.985
H: 0.199 -2.718 1.923
O: 1.877 -2.049 -2.008
H: 2.657 -2.079 -1.466
H: 2.177 -2.147 -2.920
O: -3.388 -1.901 2.418
H: -3.685 -0.994 2.518
H: -2.429 -1.784 2.417

Out of the structures above, which one is the least stable? Solution: version 1.